# 1
{
  "formula": "C3H11N3",
  "method": "ωB97M-V/def2-TZVPD",
  "symbols": ["H", "C", "H", "H", "N", "N", "H", "C", "H", "N", "C", "H", "H", "H", "H", "H", "H"],
  "xyz": [[-4.036834, -0.285898, 0.034600], [2.481594, -0.762714, 0.537366], [-0.565476, 0.604872, -1.293665], [-2.319491, 1.812948, 0.024896], [2.283799, 0.494532, 1.018900], [3.224187, -1.636121, 1.139444], [-2.411746, -0.664345, 0.638836], [-2.724822, 1.025851, -0.644515], [2.210352, -0.860005, -0.544526], [-3.012770, -0.301605, -0.097045], [-1.568691, 0.902270, -1.708066], [3.068203, -2.643216, 1.083117], [-3.594491, 1.385452, -1.228293], [-2.038263, 0.148802, -2.484632], [2.904573, 0.628293, 1.884311], [1.609689, 1.157662, 0.643272], [-1.421510, 1.825354, -2.295724]],
  "atomic_forces_ev_per_a": [[1.2045, -0.8489, 0.8116], [1.2295, -1.4148, -1.2598], [-1.1571, -0.0993, -0.3862], [-0.9476, -0.3719, 0.3468], [1.8685, -0.2830, 1.8648], [-1.4253, 1.3384, 1.1668], [-0.6537, 0.4350, -0.0475], [2.4730, 0.1734, -1.2262], [-0.8554, -0.2851, 0.8464], [-1.4017, 1.0479, -0.6980], [-1.3748, -1.1545, -1.4434], [0.2877, 0.6804, -1.2366], [0.3100, -0.1137, 0.7335], [1.6363, 1.0381, 1.4393], [-1.8900, 0.3322, -1.6059], [0.7686, -0.3620, 0.2143], [-0.0725, -0.1122, 0.4800]],
  "lowdin_charge": [0.07, -0.43, 0.05, 0.09, 0.04, 0.02, 0.07, -0.36, 0.11, -0.03, -0.14, 0.03, 0.11, 0.10, 0.13, 0.08, 0.05],
  "e_lumo_ev": 0.78,
  "total_charge": 0,
  "smiles": "[H]/N=C/N.CCN",
  "e_tot_ha": -285.10257,
  "max_force_ev_per_a": 2.766,
  "relative_energy_kcal_mol": 47.23
}

=====

# 2
{
  "formula": "C3H11N3",
  "method": "ωB97M-V/def2-TZVPD",
  "symbols": ["C", "H", "N", "H", "H", "H", "H", "H", "H", "C", "H", "N", "C", "H", "H", "N", "H"],
  "xyz": [[1.245425, 0.130044, 1.677389], [-1.653649, -0.584721, 0.075057], [-1.120948, -0.854858, -0.798710], [1.274651, 2.262192, 0.913317], [-0.648125, 1.093704, -1.206253], [-1.399804, -1.756525, -1.166396], [-2.063718, 0.418227, -2.088782], [2.167730, -0.422051, 1.337978], [0.911800, -1.662237, 2.611025], [0.729201, 1.389749, 1.373899], [0.054968, -0.359415, 3.422871], [-0.222518, 0.064992, -2.909896], [-1.055782, 0.192762, -1.735017], [-0.223446, -0.923877, -3.227061], [-0.324299, 1.565055, 1.164582], [0.724676, -0.678081, 2.704443], [0.722357, 0.369945, -2.704813]],
  "atomic_forces_ev_per_a": [[-0.4910, 0.8936, 1.1994], [0.8648, -0.6830, -1.6639], [0.2807, -1.1356, 2.5036], [0.0650, -1.6715, 0.1606], [-0.6467, -0.6008, -0.2882], [-0.3184, 0.2572, 0.1120], [-0.1677, 0.3902, -0.2078], [-0.5387, 1.5557, -0.0162], [-0.2365, 0.0042, 0.3254], [1.3225, -0.6970, -1.2089], [0.6100, -0.2601, -1.2123], [0.1133, -1.3873, -0.1143], [-0.3847, 2.5136, -0.3934], [0.2806, 1.0388, 0.1233], [-0.2187, -0.3123, 1.3890], [-0.5366, 0.5513, -0.6474], [0.0022, -0.4570, -0.0610]],
  "lowdin_charge": [-0.28, 0.10, -0.03, 0.04, 0.10, 0.06, 0.09, 0.11, 0.07, -0.08, 0.10, -0.01, -0.45, 0.07, 0.02, 0.02, 0.06],
  "e_lumo_ev": 1.06,
  "total_charge": 0,
  "smiles": "C=CN.NCN",
  "e_tot_ha": -285.08199,
  "max_force_ev_per_a": 2.763,
  "relative_energy_kcal_mol": 60.14
}

=====

# 3
{
  "formula": "C3H11N3O",
  "method": "ωB97M-V/def2-TZVPD",
  "symbols": ["H", "N", "H", "H", "H", "C", "H", "H", "H", "C", "H", "N", "H", "H", "N", "C", "H", "O"],
  "xyz": [[-1.408115, 2.276472, 0.125141], [1.489507, -2.305590, 0.851271], [-2.917182, 1.851294, -0.656026], [-0.653295, 0.410550, 1.386938], [-0.895273, -1.294136, 0.618931], [-1.826619, 1.820534, -0.777168], [0.709564, -0.724008, -1.178266], [1.960205, -0.454440, 1.586846], [-1.576178, 2.488778, -1.610610], [-0.408976, -0.329997, 0.637578], [-1.587404, 0.015936, -1.798074], [-1.303209, 0.484971, -0.943006], [1.948181, 1.045945, -0.915955], [1.313084, -3.075182, 1.495193], [1.144944, -1.059632, 1.471164], [0.394704, 0.043663, -0.480805], [2.468921, -2.366328, 0.575972], [1.147141, 1.171168, -0.389123]],
  "atomic_forces_ev_per_a": [[0.0479, -0.0870, -0.0300], [-0.0945, 0.0098, -0.2270], [0.1382, -0.3288, -0.0366], [-0.2697, 0.0314, -0.2944], [-0.1767, 0.3123, -0.0931], [0.5223, 0.4721, -0.3453], [0.0242, -0.0424, 0.1604], [-0.4028, -0.1429, -0.2832], [-0.0075, 0.0955, 0.0538], [4.5692, -2.3761, 2.3256], [-0.0087, 0.1953, 0.0821], [0.9220, -0.5337, -0.7318], [-0.2507, 0.2168, 0.0573], [0.1432, 0.3032, -0.0111], [-1.2559, 0.0203, 0.6822], [-4.2029, 1.9854, -1.3870], [-0.2811, 0.1697, 0.0715], [0.5835, -0.3008, 0.0065]],
  "lowdin_charge": [0.07, -0.11, 0.07, 0.11, 0.10, -0.17, 0.14, 0.04, 0.07, -0.07, 0.08, -0.10, 0.11, 0.05, -0.17, -0.31, 0.05, 0.03],
  "e_lumo_ev": 0.61,
  "total_charge": 0,
  "e_tot_ha": -360.20964,
  "max_force_ev_per_a": 5.651,
  "relative_energy_kcal_mol": 142.92
}

=====

# 4
{
  "formula": "C3H11N3O",
  "method": "ωB97M-V/def2-TZVPD",
  "symbols": ["H", "H", "N", "N", "H", "O", "N", "H", "H", "H", "H", "H", "H", "C", "H", "C", "H", "C"],
  "xyz": [[1.051973, 1.754705, -0.755559], [-1.481306, -1.657248, 1.427682], [-0.507914, -0.240645, 0.399453], [-2.702588, 0.715015, 0.197471], [2.448020, 1.403930, 0.257741], [-1.227259, 0.572473, -0.452283], [-1.027219, -1.498689, 0.533090], [1.290038, -0.543115, 1.260372], [0.910515, 1.912463, 1.000399], [-1.760268, -1.646224, -0.195903], [-2.613152, 1.599263, 0.704574], [1.333639, -2.028050, -0.719131], [-3.242701, 0.909981, -0.643784], [1.364084, 1.328754, 0.200547], [2.602727, -0.848519, -0.874385], [1.524511, -0.962450, -0.848962], [1.087830, -0.637574, -1.793539], [0.949070, -0.134070, 0.302217]],
  "atomic_forces_ev_per_a": [[-0.0093, -0.0391, 0.0729], [-0.0465, 0.6010, -0.0784], [-0.1512, 1.1270, 2.1636], [2.5449, 0.0108, -0.5730], [0.0483, 0.0137, 0.0955], [-2.6099, 0.0747, 0.1390], [-0.8911, -1.7560, -1.3458], [0.0866, 0.0456, -0.1831], [0.0487, 0.0414, 0.0291], [1.0277, -0.0164, 0.6338], [0.0748, -0.1127, -0.1745], [-0.2070, 0.0776, 0.0347], [0.2363, 0.0678, -0.0805], [-0.1783, -0.1392, -0.0973], [0.2321, 0.1491, -0.1661], [-0.0607, -0.0998, 0.2354], [0.1122, 0.0209, -0.0781], [-0.2576, -0.0667, -0.6271]],
  "lowdin_charge": [0.08, 0.08, -0.31, 0.09, 0.08, -0.16, 0.04, 0.14, 0.08, 0.10, 0.06, 0.06, 0.06, -0.07, 0.07, -0.07, 0.08, -0.40],
  "e_lumo_ev": 1.07,
  "total_charge": 0,
  "smiles": "CC(C)N(N)ON",
  "e_tot_ha": -360.24456,
  "max_force_ev_per_a": 2.615,
  "relative_energy_kcal_mol": 121.01
}

=====

# 5
{
  "formula": "C3H11N3O",
  "method": "ωB97M-V/def2-TZVPD",
  "symbols": ["H", "H", "C", "N", "C", "H", "O", "C", "H", "H", "H", "N", "H", "H", "H", "N", "H", "H"],
  "xyz": [[-1.690416, -1.986638, -0.346349], [2.593208, -0.965455, 0.437908], [1.528988, -0.974195, 0.194177], [-1.957574, -1.340384, 0.377147], [1.497772, 1.456105, 0.228980], [0.991026, -1.078136, 1.148585], [-1.587888, 0.747860, 1.202666], [-1.583194, -0.015120, 0.260571], [0.297484, 0.257332, -1.119749], [2.402245, 1.363142, 0.833324], [-1.757893, 1.447830, -1.162962], [-1.608525, 0.452613, -1.088678], [1.333744, -1.833998, -0.447507], [1.671207, 2.261607, -0.485371], [-1.910086, -1.703301, 1.315451], [1.180999, 0.245430, -0.495846], [-2.105942, -0.093211, -1.774845], [0.704844, 1.758521, 0.922497]],
  "atomic_forces_ev_per_a": [[0.0624, -0.0269, -0.0068], [0.0781, -0.0676, -0.0710], [-0.4122, 0.3326, -0.0884], [0.6950, 0.0277, -0.0498], [-0.5862, 0.2368, -0.2621], [-0.0564, -0.2662, 0.0548], [0.9083, -0.2800, -0.2531], [-2.7579, 0.7283, -0.7789], [2.3474, -0.0029, 1.9290], [0.1046, -0.3037, -0.2188], [0.0189, -0.0839, 0.1293], [0.2439, -0.3125, 0.6504], [-0.0274, -0.0815, 0.1100], [-0.0241, 0.1741, 0.0868], [0.0939, 0.0165, -0.0002], [-0.5291, -0.1712, -1.4833], [-0.0869, -0.0141, 0.1922], [-0.0721, 0.0946, 0.0599]],
  "lowdin_charge": [0.09, 0.07, -0.18, 0.15, -0.16, 0.07, 0.05, -0.65, 0.09, 0.07, 0.11, 0.10, 0.07, 0.07, 0.10, -0.21, 0.09, 0.06],
  "e_lumo_ev": 0.68,
  "total_charge": 0,
  "smiles": "NC(N)=O.CNC",
  "e_tot_ha": -360.40823,
  "max_force_ev_per_a": 3.038,
  "relative_energy_kcal_mol": 18.30
}

=====

# 6
{
  "formula": "C3H11N3O",
  "method": "ωB97M-V/def2-TZVPD",
  "symbols": ["H", "C", "N", "H", "C", "H", "H", "H", "H", "H", "O", "H", "H", "N", "H", "C", "H", "N"],
  "xyz": [[-3.325240, 0.246520, -0.487536], [-2.469718, -0.323422, -0.145503], [0.155576, -1.201814, -0.029831], [-1.355841, 1.197655, -1.147549], [-0.007705, 0.083700, -0.078807], [4.866499, -0.120049, -0.155352], [1.128673, -1.495068, 0.068479], [4.474912, 0.979141, -1.139422], [0.507823, 2.017805, 0.257267], [-1.725196, -1.000947, 1.799916], [4.134468, 0.188432, -0.701540], [-3.387290, -1.352742, 1.487808], [-2.956355, 0.309883, 1.848316], [0.883233, 1.096164, 0.129120], [1.802972, 0.843916, -0.203154], [-2.630816, -0.595795, 1.323131], [-2.518665, -1.213566, -0.783675], [-1.271303, 0.435739, -0.474398]],
  "atomic_forces_ev_per_a": [[0.0152, 0.4375, -0.1154], [-0.6112, -0.3926, -0.7611], [0.5219, -0.9084, 0.5003], [0.0543, 0.0194, 0.4877], [-0.8783, 2.0553, -0.4990], [-0.0591, -0.0236, -0.0143], [0.1172, -0.0172, -0.0984], [0.0284, -0.1710, 0.0078], [0.4605, 0.3322, -0.1328], [-0.2259, 0.2668, -0.2529], [-0.2280, 0.2631, 0.0301], [-0.2713, -0.0727, -0.1419], [0.2015, -0.1887, -0.0492], [-0.8485, -2.2330, -0.5278], [0.6845, 0.8124, 0.3688], [0.3493, -0.1340, 0.9136], [0.3573, -0.1465, 0.3338], [0.3323, 0.1012, -0.0493]],
  "lowdin_charge": [0.13, -0.22, 0.31, 0.18, -0.46, 0.05, 0.11, 0.05, 0.13, 0.08, -0.06, 0.09, 0.09, 0.22, 0.10, -0.07, 0.14, 0.14],
  "e_lumo_ev": [-3.13, -7.56],
  "total_charge": 1,
  "e_tot_ha": -360.11290,
  "max_force_ev_per_a": 2.446,
  "relative_energy_kcal_mol": 0.98,
  "multiplicity": 2
}

=====

- Number 5 is which compound?
  C3H11N3O

=====

- Number 6 is which compound?
  C3H11N3O